# 1
Here is a molecular structure, C8H16N2O3Si at a distorted geometry from OMol25. Energies are from ωB97M-V with the def2-TZVPD basis set.

Geometry as XYZ:
```
30
C8H16N2O3Si | OMol25 | ωB97M-V with the def2-TZVPD basis set
C -1.675 -2.116 -0.255
C -2.751 0.301 1.459
C -0.651 -0.780 -1.999
C 1.907 0.378 2.062
C 1.612 1.391 -1.031
C 2.719 -1.494 -0.200
C -2.209 0.470 0.105
C -0.889 -0.946 -0.481
N -2.421 -2.935 0.071
N -1.500 1.688 -0.100
O -1.487 2.271 -1.208
O -0.859 2.101 0.877
O 0.176 -0.809 0.280
Si 1.634 -0.009 0.231
H -3.214 -0.658 1.632
H -3.436 1.260 1.786
H -1.840 0.192 2.085
H -1.521 -0.741 -2.642
H -0.210 -1.607 -2.436
H -0.066 0.145 -2.089
H 2.528 1.167 2.103
H 0.990 0.656 2.595
H 2.275 -0.449 2.552
H 1.068 2.282 -0.768
H 2.634 1.940 -1.202
H 1.333 1.217 -1.991
H 2.419 -2.280 0.345
H 2.551 -1.808 -1.317
H 3.761 -1.281 0.179
H -2.880 0.453 -0.642
```

Values from the calculation:
* highest occupied orbital energy: -9.776 eV
* Kohn-Sham gap: 9.2 eV
* electronic energy: -939.0053 a.u.
* strongest force on any atom: 4.61 eV/Å
* ΔE to the lowest compared entry with this formula, charge and spin: 181.30 kJ/mol

=====

# 2
Here is C4H13NO3Si in the gas phase at a distorted geometry from OMol25. Energies are from ωB97M-V with the def2-TZVPD basis set.

Geometry as XYZ:
```
22
C4H13NO3Si | OMol25 | ωB97M-V with the def2-TZVPD basis set
C -0.251 -1.658 1.914
C -0.370 -1.700 -2.100
C -1.561 2.382 -0.732
C 2.418 0.816 0.674
N -0.835 -0.526 1.297
O -0.578 -0.384 -1.739
O -0.300 1.840 -0.411
O 1.637 0.167 -0.385
Si 0.053 0.255 -0.402
H 0.375 -2.259 1.101
H 0.638 -1.324 2.613
H -1.020 -2.329 2.420
H -0.409 -2.333 -1.178
H 0.506 -1.798 -2.737
H -1.382 -1.943 -2.704
H -1.345 3.353 -1.101
H -2.071 2.387 0.181
H -2.125 1.889 -1.504
H 3.447 0.780 0.504
H 2.097 0.293 1.540
H 2.091 1.836 0.755
H -1.015 0.256 1.994
```

Values from the calculation:
* highest occupied orbital energy: -8.492 eV
* Kohn-Sham gap: 9.4 eV
* electronic energy: -730.2285 a.u.
* SMILES: CN[Si](OC)(OC)OC
* strongest force on any atom: 4.52 eV/Å
* ΔE to the lowest compared entry with this formula, charge and spin: 1.51 kJ/mol

=====

# 3
Here is 2 unconnected molecules or ions with the total composition C2H2Cl3I at a distorted geometry from OMol25. Energies are from ωB97M-V with the def2-TZVPD basis set.

Geometry as XYZ:
```
8
C2H2Cl3I | OMol25 | ωB97M-V with the def2-TZVPD basis set
C 0.781 0.258 -1.459
C -0.694 -0.012 1.082
Cl -0.528 1.629 1.749
Cl -0.010 -1.224 1.951
Cl -2.312 -0.288 0.384
I 2.139 -1.263 -1.225
H -0.168 0.055 -1.850
H 0.792 0.845 -0.633
```

Values from the calculation:
* highest occupied orbital energy (alpha / beta): -8.585 / -8.970 eV
* Kohn-Sham gap (alpha / beta): 7.5 / 8.4 eV
* electronic energy: -1755.5287 a.u.
* strongest force on any atom: 3.00 eV/Å
* ΔE to the lowest compared entry with this formula, charge and spin: 346.92 kJ/mol

=====

# 4
Here is a molecular structure, C25H42O8P2RuS2Si4Te at a distorted geometry from OMol25. Energies are from ωB97M-V with the def2-TZVPD basis set.

Geometry as XYZ:
```
85
C25H42O8P2RuS2Si4Te | OMol25 | ωB97M-V with the def2-TZVPD basis set
Ru 0.191 -0.428 0.023
O 0.677 1.222 4.130
P 0.394 0.481 2.748
O -0.588 -0.627 3.052
O -0.077 1.453 1.737
O 1.755 -0.252 2.403
P 2.923 0.500 1.492
O 2.694 2.032 2.055
O 4.252 0.059 1.924
O 2.467 0.419 0.083
H 1.073 2.073 3.940
H 3.538 2.279 2.433
Te 0.693 0.451 -2.442
C 0.859 -0.471 -4.372
C 0.836 0.217 -5.554
C 0.966 -0.585 -6.706
C 1.093 -1.903 -6.406
S 1.055 -2.160 -4.703
H 0.728 1.286 -5.584
H 0.974 -0.200 -7.712
H 1.202 -2.742 -7.065
C -4.142 -0.920 -1.016
Si -2.690 -2.141 -1.302
C -3.541 -3.875 -1.265
C -2.034 -2.018 -3.099
Si -1.539 -1.160 1.508
Si -2.414 -2.714 3.041
C -1.179 -3.434 4.341
C -3.406 -4.239 2.404
C -3.717 -1.753 4.111
Si 1.280 -2.580 0.061
C 2.401 -2.987 1.595
C 0.180 -4.189 -0.076
C 2.570 -2.741 -1.389
H -4.911 -1.023 -1.779
H -3.791 0.105 -1.029
H -4.601 -1.102 -0.049
H -4.217 -3.986 -2.110
H -4.124 -4.012 -0.364
H -2.825 -4.687 -1.319
H -2.729 -2.424 -3.833
H -1.104 -2.571 -3.189
H -1.815 -0.986 -3.364
H -0.865 -4.447 4.112
H -1.598 -3.433 5.344
H -0.292 -2.812 4.353
H -2.869 -4.791 1.643
H -4.352 -3.928 1.978
H -3.627 -4.926 3.213
H -3.248 -0.880 4.554
H -4.123 -2.360 4.917
H -4.551 -1.410 3.504
H 1.818 -3.068 2.508
H 3.126 -2.191 1.737
H 2.947 -3.918 1.456
H -0.409 -4.341 0.822
H 0.814 -5.058 -0.215
H -0.503 -4.134 -0.914
H 3.274 -1.913 -1.358
H 2.083 -2.720 -2.360
H 3.135 -3.669 -1.317
O -0.529 2.309 -0.769
S 0.776 2.566 -0.125
C 1.701 3.684 -1.249
C 3.080 3.542 -1.247
C 3.872 4.411 -1.978
C 3.278 5.423 -2.714
C 1.897 5.548 -2.737
C 1.107 4.679 -2.004
C 0.429 3.980 0.961
C -0.891 4.238 1.282
C -1.196 5.178 2.249
C -0.176 5.868 2.886
C 1.145 5.639 2.532
C 1.448 4.691 1.570
H 3.519 2.741 -0.670
H 4.949 4.308 -1.973
H 3.892 6.117 -3.274
H 1.442 6.338 -3.319
H 0.031 4.767 -2.002
H -1.660 3.674 0.775
H -2.227 5.362 2.516
H -0.409 6.583 3.664
H 1.940 6.196 3.011
H 2.471 4.493 1.285
```

Values from the calculation:
* highest occupied orbital energy (alpha / beta): -3.904 / -4.895 eV
* Kohn-Sham gap (alpha / beta): 6.2 / 5.5 eV
* electronic energy: -4579.9512 a.u.
* net charge: -1
* strongest force on any atom: 3.42 eV/Å
* ΔE to the lowest compared entry with this formula, charge and spin: 283.45 kJ/mol
* multiplicity: 6

=====

# 5
Here is a molecular structure, C9H4Cl5F2NSr at a distorted geometry from OMol25. Energies are from ωB97M-V with the def2-TZVPD basis set.

Geometry as XYZ:
```
22
C9H4Cl5F2NSr | OMol25 | ωB97M-V with the def2-TZVPD basis set
Sr 0.896 -0.612 -0.177
Cl 0.851 2.406 -0.450
C -0.299 2.014 0.828
C -0.448 0.686 1.232
C -1.231 0.351 2.319
Cl -1.394 -1.264 2.797
C -1.944 1.360 3.024
Cl -2.951 0.976 4.328
C -1.831 2.679 2.574
Cl -2.718 3.953 3.370
C -0.976 3.026 1.482
Cl -0.919 4.621 0.878
C -0.729 -2.914 -4.462
C -0.118 -2.436 -3.232
N 0.345 -1.916 -2.298
H -1.737 -3.293 -4.295
H -0.043 -3.730 -4.816
H -0.786 -2.085 -5.168
F 4.525 0.163 0.313
C 3.645 -0.864 0.668
F 3.717 -1.785 -0.434
H 4.145 -1.337 1.519
```

Values from the calculation:
* highest occupied orbital energy: -6.735 eV
* Kohn-Sham gap: 6.2 eV
* electronic energy: -2931.4506 a.u.
* strongest force on any atom: 3.12 eV/Å

=====

# 6
Here is 3 unconnected molecules or ions with the total composition C22H44NO11P3 at a distorted geometry from OMol25. Energies are from ωB97M-V with the def2-TZVPD basis set.

Geometry as XYZ:
```
81
C22H44NO11P3 | OMol25 | ωB97M-V with the def2-TZVPD basis set
C 11.504 -1.697 3.028
C 10.227 -2.508 2.859
C 10.236 -3.762 2.258
C 9.049 -4.458 2.125
C 7.856 -3.891 2.555
C 7.845 -2.628 3.124
C 6.571 -1.928 3.592
C 5.322 -2.263 2.766
O 5.004 -1.077 1.982
C 4.043 -1.271 1.060
O 3.747 -0.378 0.330
P 3.815 -2.648 3.811
N 3.985 -1.615 5.153
O 4.073 -4.210 4.308
C 9.042 -1.933 3.299
H 11.589 -1.055 2.147
H 12.381 -2.335 3.099
H 11.381 -1.048 3.893
H 11.188 -4.166 1.937
H 9.005 -5.440 1.671
H 6.927 -4.438 2.450
H 6.429 -2.051 4.668
H 6.754 -0.861 3.436
H 5.470 -3.078 2.060
H 3.505 -2.224 0.996
H 4.535 -0.797 4.915
H 3.060 -1.336 5.448
H 3.538 -4.735 3.701
H 9.030 -0.949 3.752
O -0.697 3.465 -3.448
P -0.461 2.016 -3.197
O 1.151 1.861 -3.314
C 1.980 2.388 -2.271
C 1.985 1.504 -1.038
O -0.903 1.406 -4.659
C -1.770 2.129 -5.531
C -0.977 2.859 -6.596
O -0.652 0.525 -2.537
C -1.931 0.185 -1.951
C -2.998 -0.086 -2.996
H 1.659 3.405 -2.022
H 2.987 2.452 -2.682
H 1.005 1.506 -0.552
H 2.722 1.852 -0.317
H 2.212 0.476 -1.303
H -2.407 2.814 -4.972
H -2.428 1.395 -6.003
H -0.207 3.491 -6.153
H -1.633 3.483 -7.206
H -0.472 2.145 -7.247
H -2.250 0.979 -1.271
H -1.764 -0.712 -1.355
H -3.327 0.838 -3.474
H -3.873 -0.548 -2.536
H -2.617 -0.742 -3.778
O -7.736 2.269 1.513
P -7.241 1.541 0.319
O -7.106 2.646 -0.859
C -6.083 3.642 -0.767
C -4.718 3.087 -1.128
O -8.596 0.773 -0.188
C -9.704 0.570 0.691
C -10.772 1.619 0.463
O -6.299 0.427 -0.419
C -5.854 -0.721 0.343
C -6.960 -1.735 0.567
H -6.075 4.076 0.237
H -6.357 4.431 -1.465
H -4.380 2.361 -0.384
H -3.978 3.887 -1.184
H -4.757 2.571 -2.089
H -9.380 0.553 1.732
H -10.108 -0.420 0.465
H -10.360 2.626 0.534
H -11.575 1.517 1.194
H -11.196 1.516 -0.537
H -5.431 -0.391 1.295
H -5.050 -1.177 -0.235
H -7.682 -1.375 1.302
H -6.545 -2.671 0.942
H -7.501 -1.929 -0.358
```

Values from the calculation:
* highest occupied orbital energy: -8.686 eV
* Kohn-Sham gap: 8.8 eV
* electronic energy: -2771.2321 a.u.
* SMILES: Cc1cccc(C[C@H](OC=O)P(N)O)c1.CCOP(=O)(OCC)OCC.CCOP(=O)(OCC)OCC
* strongest force on any atom: 7.44 eV/Å
* ΔE to the lowest compared entry with this formula, charge and spin: 0.00 kJ/mol

=====

- The highest strongest force on any atom belongs to which entry?
  C22H44NO11P3